ORCA calculation (wB97M-V/def2-TZVPD) on 28 unconnected molecules or ions with the total composition C61H189N45O28 in a non-equilibrium geometry.

Computed properties:
Max |F|, eV/A: 11.5
Gap between HOMO and LUMO, Ha: 0.307
E_tot, eV: -190706.0435
HOMO, eV: -8.720
M, g/mol: 2001.5

Last column: Löwdin charge in e.
Element x y z (Å)
C: -3.871 5.725 0.382  -0.026
C: -5.065 5.300 -0.511  -0.447
C: -5.138 6.181 -1.739  -0.126
O: -6.380 5.854 -2.514  -0.216
C: -6.524 6.433 -3.739  -0.151
N: -5.183 3.939 -0.724  0.030
H: -4.027 5.209 1.329  0.037
H: -3.702 6.795 0.498  0.091
H: -2.907 5.323 0.071  0.053
H: -5.985 5.560 0.011  0.140
H: -4.300 6.064 -2.426  0.114
H: -5.109 7.240 -1.482  0.126
H: -5.581 6.639 -4.245  0.090
H: -7.192 7.256 -3.483  0.093
H: -7.076 5.695 -4.320  0.086
H: -5.461 3.415 0.093  0.037
H: -6.010 3.686 -1.246  0.095
C: 1.275 -3.197 -5.555  -0.063
C: 1.559 -1.692 -5.448  -0.425
C: 2.516 -1.076 -6.493  -0.175
O: 3.836 -1.561 -6.438  -0.142
C: 4.597 -1.048 -5.422  -0.142
N: 0.227 -1.172 -5.515  0.063
H: 0.672 -3.412 -6.437  0.069
H: 0.574 -3.468 -4.765  0.058
H: 2.031 -3.964 -5.389  0.075
H: 2.028 -1.603 -4.468  0.112
H: 2.504 0.002 -6.332  0.110
H: 2.044 -1.276 -7.455  0.125
H: 5.552 -1.564 -5.521  0.090
H: 4.306 -1.249 -4.391  0.068
H: 4.874 0.004 -5.500  0.089
H: -0.269 -1.495 -4.697  0.077
H: 0.316 -0.175 -5.378  0.051
C: 3.058 -3.630 -2.402  -0.012
C: 4.464 -4.057 -1.783  -0.369
C: 5.334 -2.791 -1.638  -0.165
O: 6.025 -2.461 -2.868  -0.174
C: 6.699 -1.260 -2.759  -0.150
N: 4.176 -4.513 -0.490  0.003
H: 2.438 -3.024 -1.742  0.073
H: 2.547 -4.504 -2.805  0.078
H: 3.341 -3.109 -3.316  0.054
H: 4.941 -4.722 -2.503  0.139
H: 6.191 -2.982 -0.992  0.098
H: 4.807 -1.983 -1.130  0.122
H: 6.022 -0.410 -2.678  0.073
H: 7.260 -1.217 -3.693  0.093
H: 7.565 -1.157 -2.106  0.085
H: 4.649 -3.978 0.224  0.032
H: 3.183 -4.517 -0.308  0.100
C: -0.502 -0.738 -1.441  -0.032
C: -0.359 -0.646 0.102  -0.379
C: 1.088 -0.319 0.600  -0.186
O: 1.995 -1.348 0.363  -0.170
C: 3.041 -1.504 1.238  -0.128
N: -1.318 0.320 0.636  0.078
H: -0.139 0.110 -2.021  0.053
H: -1.505 -1.137 -1.591  0.073
H: 0.134 -1.557 -1.778  0.060
H: -0.524 -1.636 0.528  0.105
H: 1.047 -0.235 1.686  0.105
H: 1.499 0.663 0.368  0.120
H: 3.661 -2.271 0.774  0.057
H: 2.815 -1.877 2.236  0.082
H: 3.618 -0.617 1.501  0.082
H: -0.904 0.384 1.555  0.036
H: -2.247 -0.052 0.776  0.046
C: 9.648 -6.435 -1.337  -0.049
C: 8.174 -6.086 -1.656  -0.412
C: 7.284 -7.226 -2.210  -0.155
O: 7.763 -7.832 -3.472  -0.190
C: 6.811 -8.769 -4.007  -0.097
N: 7.534 -5.473 -0.515  0.043
H: 9.854 -7.327 -0.746  0.075
H: 10.183 -5.575 -0.937  0.068
H: 10.146 -6.645 -2.284  0.070
H: 8.150 -5.315 -2.427  0.134
H: 6.239 -6.959 -2.372  0.108
H: 7.393 -7.862 -1.332  0.121
H: 6.927 -9.756 -3.559  0.087
H: 7.099 -8.806 -5.058  0.084
H: 5.796 -8.377 -3.953  0.081
H: 6.719 -6.058 -0.400  0.008
H: 7.106 -4.601 -0.794  0.048
C: 1.817 3.590 6.526  -0.045
C: 0.520 4.022 5.969  -0.500
C: -0.496 2.899 5.640  -0.162
O: -0.170 2.085 4.525  -0.228
C: -0.234 2.878 3.273  -0.020
N: -0.116 5.004 6.747  0.069
H: 2.100 2.856 5.772  0.070
H: 1.807 3.301 7.577  0.089
H: 2.491 4.436 6.394  0.082
H: 0.771 4.556 5.052  0.121
H: -1.510 3.265 5.479  0.110
H: -0.502 2.141 6.423  0.100
H: -1.147 3.442 3.085  0.065
H: -0.122 2.088 2.530  0.074
H: 0.550 3.615 3.100  0.071
H: -0.658 5.329 5.958  0.036
H: 0.569 5.735 6.871  0.090
C: 0.416 7.210 -1.333  -0.058
C: 0.346 5.835 -1.819  -0.496
C: 0.249 4.765 -0.740  -0.184
O: 1.288 4.868 0.209  -0.197
C: 2.523 4.441 -0.161  -0.139
N: -0.878 5.728 -2.520  0.058
H: 0.704 7.892 -2.133  0.086
H: 1.231 7.363 -0.627  0.085
H: -0.533 7.498 -0.881  0.088
H: 1.229 5.564 -2.399  0.141
H: 0.232 3.711 -1.017  0.120
H: -0.752 4.797 -0.309  0.097
H: 2.691 3.500 0.362  0.081
H: 3.290 5.110 0.230  0.074
H: 2.618 4.219 -1.224  0.083
H: -0.669 6.375 -3.267  0.085
H: -0.972 4.786 -2.871  0.070
C: -8.479 -1.607 -0.918  -0.045
C: -8.220 -0.174 -1.143  -0.521
C: -7.314 0.133 -2.287  -0.168
O: -6.011 -0.498 -2.220  -0.220
C: -5.222 -0.265 -1.130  -0.126
N: -9.400 0.582 -1.338  0.064
H: -7.591 -2.206 -0.716  0.070
H: -9.041 -2.105 -1.708  0.092
H: -9.005 -1.682 0.034  0.089
H: -7.611 0.279 -0.361  0.118
H: -7.083 1.188 -2.433  0.129
H: -7.758 -0.317 -3.175  0.134
H: -4.286 -0.800 -1.289  0.088
H: -5.652 -0.691 -0.223  0.072
H: -4.871 0.766 -1.073  0.081
H: -9.062 1.511 -1.546  0.074
H: -9.748 0.321 -2.250  0.080
C: -1.875 -2.006 -8.591  -0.066
C: -2.815 -1.724 -7.450  -0.365
C: -4.276 -2.057 -7.926  -0.208
O: -4.542 -1.241 -9.054  -0.203
C: -5.886 -1.284 -9.522  -0.096
N: -2.555 -2.691 -6.314  0.039
H: -0.881 -1.693 -8.270  0.061
H: -2.122 -1.381 -9.450  0.074
H: -2.045 -3.002 -8.999  0.092
H: -2.858 -0.727 -7.012  0.128
H: -4.973 -2.088 -7.089  0.101
H: -4.414 -3.083 -8.267  0.124
H: -6.359 -0.606 -8.812  0.081
H: -6.472 -2.194 -9.396  0.089
H: -5.978 -0.854 -10.519  0.086
H: -2.294 -3.549 -6.779  0.064
H: -1.651 -2.391 -5.979  0.024
C: -4.450 6.228 5.881  -0.053
C: -3.187 6.780 5.224  -0.485
C: -2.522 5.850 4.244  -0.164
O: -1.104 6.204 4.043  -0.195
C: -0.694 6.048 2.681  -0.086
N: -3.461 8.047 4.694  0.043
H: -5.173 6.027 5.090  0.063
H: -4.795 6.853 6.705  0.086
H: -4.224 5.312 6.426  0.079
H: -2.470 6.971 6.022  0.136
H: -3.041 5.759 3.290  0.104
H: -2.610 4.843 4.651  0.092
H: -1.246 5.274 2.148  0.063
H: 0.390 5.965 2.755  0.077
H: -0.981 6.967 2.171  0.093
H: -2.623 8.503 4.363  0.084
H: -3.818 8.589 5.468  0.079
C: -4.043 2.135 2.108  -0.062
C: -5.461 2.290 2.712  -0.388
C: -5.568 3.512 3.745  -0.105
O: -6.936 3.385 4.221  -0.207
C: -7.312 3.843 5.458  -0.117
N: -6.367 2.344 1.587  0.056
H: -4.092 1.240 1.489  0.050
H: -3.341 1.849 2.892  0.071
H: -3.718 3.014 1.552  0.054
H: -5.570 1.308 3.173  0.115
H: -5.303 4.451 3.258  0.105
H: -4.882 3.536 4.592  0.108
H: -6.791 4.772 5.691  0.069
H: -6.895 3.141 6.181  0.076
H: -8.388 3.734 5.592  0.100
H: -6.690 1.390 1.513  0.074
H: -7.091 2.840 2.086  0.078
C: -0.437 -2.878 3.100  -0.695
O: -0.865 -1.772 3.270  0.013
N: -0.759 -3.639 2.078  0.202
N: 0.485 -3.483 3.823  0.211
H: -1.621 -3.337 1.648  0.066
H: -0.242 -4.493 1.924  0.126
H: 0.647 -4.467 3.663  0.103
H: 0.935 -3.095 4.640  0.074
C: -3.939 0.336 6.570  -0.822
O: -4.639 0.081 5.659  0.052
N: -4.280 1.049 7.643  0.177
N: -2.728 -0.076 6.556  0.184
H: -3.531 1.100 8.318  0.103
H: -5.189 1.477 7.754  0.111
H: -2.079 0.211 7.274  0.106
H: -2.406 -0.657 5.794  0.110
C: 4.072 -6.736 3.578  -0.778
O: 3.500 -7.738 3.981  0.027
N: 5.335 -6.778 3.379  0.167
N: 3.506 -5.551 3.273  0.173
H: 5.703 -5.935 2.961  0.080
H: 5.664 -7.732 3.371  0.135
H: 3.998 -4.947 2.631  0.053
H: 2.503 -5.621 3.177  0.085
C: 4.305 -7.775 0.097  -0.797
O: 4.224 -8.919 0.364  0.071
N: 3.369 -7.178 -0.607  0.180
N: 5.309 -6.984 0.429  0.130
H: 2.451 -7.565 -0.771  0.126
H: 3.652 -6.210 -0.651  0.029
H: 5.058 -6.006 0.431  0.046
H: 6.155 -7.264 0.904  0.117
C: 3.613 1.947 -3.101  -0.672
O: 4.384 2.283 -4.022  -0.020
N: 2.263 1.953 -3.188  0.190
N: 4.108 1.513 -1.899  0.155
H: 1.732 1.458 -2.486  0.081
H: 1.793 2.176 -4.054  0.059
H: 5.111 1.582 -1.799  0.086
H: 3.408 1.185 -1.248  0.081
C: 6.173 4.219 0.920  -0.680
O: 5.747 4.849 1.844  0.055
N: 6.792 2.978 0.902  0.139
N: 6.102 4.523 -0.363  0.163
H: 7.163 2.496 0.095  0.096
H: 6.908 2.618 1.838  0.072
H: 5.811 5.463 -0.590  0.125
H: 6.716 3.996 -0.968  0.107
C: 3.998 1.693 3.621  -0.749
O: 3.175 2.554 3.344  0.037
N: 5.318 1.786 3.574  0.182
N: 3.690 0.514 3.976  0.188
H: 5.740 2.702 3.526  0.083
H: 5.796 1.121 4.165  0.073
H: 2.736 0.304 4.232  0.113
H: 4.405 -0.175 4.159  0.078
C: -3.982 -2.146 1.844  -0.798
O: -3.367 -2.798 1.025  0.009
N: -3.383 -1.243 2.548  0.204
N: -5.223 -2.236 2.053  0.211
H: -4.002 -0.837 3.234  0.098
H: -2.386 -1.398 2.593  0.059
H: -5.642 -1.634 2.747  0.125
H: -5.811 -2.950 1.645  0.132
C: 6.618 -3.343 2.236  -0.713
O: 5.673 -3.951 1.797  -0.004
N: 7.821 -3.565 1.783  0.182
N: 6.636 -2.380 3.169  0.189
H: 8.638 -3.042 2.063  0.120
H: 7.818 -4.367 1.168  0.068
H: 5.816 -2.140 3.708  0.097
H: 7.470 -1.814 3.230  0.108
C: -0.041 2.016 -6.264  -0.867
O: 0.616 2.665 -5.531  0.064
N: -1.285 1.687 -6.106  0.184
N: 0.468 1.532 -7.335  0.180
H: -1.505 2.060 -5.193  0.071
H: -1.840 1.666 -6.949  0.120
H: -0.094 0.895 -7.881  0.110
H: 1.346 1.863 -7.709  0.133
C: -5.876 -3.401 -4.498  -0.762
O: -6.218 -3.961 -5.553  0.004
N: -6.642 -3.193 -3.453  0.152
N: -4.793 -2.755 -4.263  0.183
H: -7.556 -3.574 -3.653  0.115
H: -6.529 -2.380 -2.865  0.060
H: -4.609 -2.413 -3.331  0.105
H: -4.163 -2.653 -5.046  0.056
C: -1.247 -5.782 -3.716  -0.860
O: -0.818 -6.060 -2.610  0.025
N: -0.935 -6.283 -4.826  0.176
N: -2.241 -5.106 -3.966  0.198
H: -1.427 -6.145 -5.697  0.124
H: -0.093 -6.836 -4.899  0.127
H: -2.603 -4.825 -4.866  0.105
H: -2.804 -4.933 -3.145  0.101
C: 5.319 -0.974 6.597  -0.785
O: 5.729 -0.268 5.706  0.019
N: 4.126 -1.372 6.775  0.192
N: 6.108 -1.539 7.467  0.176
H: 3.387 -0.872 6.302  0.071
H: 3.943 -1.614 7.738  0.128
H: 5.748 -2.278 8.054  0.123
H: 7.076 -1.406 7.212  0.125
C: -4.022 -5.803 -1.115  -0.762
O: -4.279 -6.900 -1.619  0.026
N: -2.889 -5.199 -0.935  0.153
N: -4.945 -4.868 -1.083  0.145
H: -2.092 -5.811 -1.038  0.088
H: -2.623 -4.297 -0.567  0.095
H: -4.699 -4.133 -0.435  0.066
H: -5.819 -5.080 -1.541  0.105
C: -2.493 2.472 -2.639  -0.728
O: -1.617 1.805 -3.241  -0.021
N: -2.627 2.509 -1.356  0.184
N: -3.580 2.995 -3.154  0.179
H: -3.380 3.076 -0.993  0.052
H: -1.879 2.115 -0.803  0.082
H: -4.229 3.369 -2.477  0.054
H: -3.935 2.974 -4.099  0.119
C: 3.729 5.788 4.071  -0.796
O: 3.048 6.650 4.521  0.031
N: 4.941 5.484 4.409  0.185
N: 3.252 5.246 2.939  0.158
H: 5.484 6.201 4.868  0.125
H: 5.354 4.760 3.840  0.058
H: 3.815 4.554 2.466  0.044
H: 2.441 5.661 2.502  0.086
C: 0.996 -0.923 6.147  -0.733
O: 1.607 -1.967 6.097  0.009
N: 0.194 -0.481 5.186  0.188
N: 1.304 0.081 6.925  0.188
H: 0.191 0.521 5.060  0.049
H: -0.271 -1.012 4.463  0.023
H: 0.977 1.029 6.797  0.074
H: 2.044 -0.156 7.570  0.107

ORCA calculation (wB97M-V/def2-TZVPD) on a molecular structure, C27H27FN7Pt.

Computed properties:
Total charge: +1
Max |F|, eV/A: 0.9
Gap between HOMO and LUMO, Ha: 0.288
E_tot, eV: -44828.2064
HOMO, eV: -10.017
M, g/mol: 663.6

Last column: natural (NBO) charge in e.
Element x y z (Å)
Pt: -0.297 0.620 0.149  0.711
C: 1.440 1.657 2.726  -0.271
N: 1.087 2.504 1.597  -0.619
C: 2.212 3.018 0.809  -0.261
C: 2.513 2.155 -0.380  0.386
N: 1.604 1.530 -1.056  -0.545
C: 2.284 0.882 -2.088  0.146
C: 1.790 0.070 -3.106  -0.214
C: 2.700 -0.443 -4.009  -0.218
C: 4.076 -0.159 -3.907  -0.196
C: 4.576 0.644 -2.902  -0.232
C: 3.646 1.153 -1.998  0.092
N: 3.768 1.976 -0.880  -0.531
C: 1.495 0.191 2.391  0.448
N: 1.382 -0.345 1.192  -0.516
C: 1.588 -1.727 1.374  0.065
C: 1.622 -2.759 0.440  -0.185
C: 1.797 -4.042 0.919  -0.206
C: 1.937 -4.298 2.295  -0.188
C: 1.935 -3.275 3.223  -0.249
C: 1.774 -1.989 2.718  0.161
N: 1.701 -0.738 3.342  -0.532
H: 0.713 1.788 3.529  0.238
H: 2.415 1.954 3.128  0.205
H: 0.515 3.272 1.910  0.397
H: 3.123 3.148 1.402  0.197
H: 1.933 4.009 0.448  0.230
H: 0.728 -0.141 -3.177  0.227
H: 2.353 -1.075 -4.816  0.224
H: 4.758 -0.580 -4.637  0.226
H: 5.636 0.859 -2.823  0.227
H: 4.618 2.368 -0.514  0.424
H: 1.516 -2.555 -0.619  0.234
H: 1.826 -4.871 0.222  0.229
H: 2.051 -5.319 2.635  0.229
H: 2.055 -3.469 4.282  0.230
H: 1.834 -0.555 4.322  0.429
C: -4.032 1.146 -0.506  -0.672
C: -2.986 2.186 -0.427  0.420
N: -1.660 2.071 -0.381  -0.491
C: -1.145 3.364 -0.397  -0.097
C: -2.152 4.256 -0.446  -0.078
N: -3.301 3.498 -0.464  -0.500
H: -3.588 0.212 -0.811  0.270
H: -4.792 1.432 -1.236  0.235
H: -4.521 0.993 0.458  0.246
H: -0.085 3.546 -0.447  0.224
H: -2.157 5.334 -0.481  0.238
H: -4.240 3.856 -0.509  0.431
F: -6.497 -2.796 -0.408  -0.319
C: -5.216 -2.394 -0.317  0.394
C: -4.710 -2.054 0.923  -0.281
C: -3.383 -1.661 1.008  -0.184
C: -2.568 -1.603 -0.116  -0.082
C: -1.119 -1.255 0.003  -0.567
C: -3.120 -1.944 -1.343  -0.198
C: -4.449 -2.343 -1.459  -0.280
H: -5.349 -2.111 1.797  0.236
H: -2.967 -1.386 1.973  0.215
H: -0.548 -1.636 -0.846  0.197
H: -0.733 -1.650 0.938  0.200
H: -2.500 -1.898 -2.234  0.217
H: -4.885 -2.620 -2.412  0.238

ORCA calculation (wB97M-V/def2-TZVPD) on 2 unconnected molecules or ions with the total composition C3H13N2O in a non-equilibrium geometry.

Computed properties:
Total charge: +1
Max |F|, eV/A: 3.4
Gap between HOMO and LUMO, Ha: 0.343
E_tot, eV: -8342.0151
HOMO, eV: -12.616
M, g/mol: 93.1

Last column: natural (NBO) charge in e.
Element x y z (Å)
C: -0.275 -0.370 1.538  -0.212
C: -1.359 -0.226 0.566  -0.483
C: -1.467 1.224 0.007  -0.208
N: -0.576 1.420 -1.188  -0.924
N: 1.071 -0.624 0.786  -0.687
H: -0.113 0.522 2.194  0.236
H: -0.441 -1.281 2.149  0.236
H: -1.450 -0.935 -0.324  0.252
H: -2.342 -0.302 1.077  0.259
H: -1.105 1.958 0.693  0.181
H: -2.527 1.335 -0.168  0.215
H: -0.920 2.284 -1.615  0.408
H: 0.279 0.916 -1.407  0.374
H: 1.690 -0.295 1.528  0.443
H: 1.052 0.081 0.047  0.439
H: 1.291 -1.556 0.424  0.466
H: 2.368 -2.147 -2.219  0.496
H: 2.474 -0.702 -2.418  0.488
O: 2.352 -1.303 -1.671  -0.979

ORCA calculation (wB97M-V/def2-TZVPD) on a molecular structure, C16H28N7O3S2W.

Computed properties:
Total charge: +3
Max |F|, eV/A: 0.6
Gap between HOMO and LUMO, Ha: 0.253
E_tot, eV: -57091.4995
HOMO, eV: -16.500
M, g/mol: 614.4

Last column: natural (NBO) charge in e.
Element x y z (Å)
W: -0.692 -0.186 0.264  1.388
C: -2.324 3.693 -3.138  -0.760
S: -1.106 2.532 -3.788  0.471
C: -0.945 1.354 -2.548  -0.080
S: -1.879 1.441 -1.049  -0.066
N: -0.129 0.374 -2.790  -0.352
N: -0.121 -0.558 -1.783  -0.272
C: 0.346 -1.720 -2.057  0.118
C: 0.374 -2.716 -0.991  0.132
C: 0.862 -3.994 -1.187  -0.172
C: 0.850 -4.887 -0.119  -0.091
C: 0.352 -4.469 1.103  -0.207
C: -0.125 -3.172 1.227  0.076
N: -0.122 -2.309 0.208  -0.495
H: -2.408 4.448 -3.918  0.278
H: -1.985 4.166 -2.221  0.236
H: -3.293 3.218 -3.010  0.246
H: 0.692 -1.944 -3.061  0.257
H: 1.239 -4.286 -2.157  0.266
H: 1.228 -5.893 -0.246  0.270
H: 0.333 -5.130 1.957  0.269
H: -0.502 -2.799 2.170  0.219
C: 4.002 -0.139 -0.655  -0.424
N: 3.269 1.064 -0.233  -0.302
C: 4.037 2.313 -0.329  -0.420
C: 2.041 1.005 0.183  0.677
O: 1.391 -0.093 0.267  -0.670
C: 1.281 2.246 0.623  -0.158
O: 0.016 1.786 1.113  -0.502
C: -0.314 2.037 2.480  -0.158
C: -0.371 0.683 3.165  0.675
O: -0.407 -0.327 2.381  -0.697
N: -0.403 0.569 4.460  -0.307
C: -0.424 1.711 5.387  -0.419
C: -0.460 -0.741 5.125  -0.423
H: 4.931 -0.190 -0.091  0.245
H: 4.230 -0.054 -1.716  0.241
H: 3.404 -1.022 -0.465  0.233
H: 4.874 2.269 0.366  0.246
H: 3.424 3.180 -0.105  0.218
H: 4.417 2.406 -1.344  0.251
H: 1.098 2.929 -0.209  0.260
H: 1.826 2.773 1.407  0.243
H: -1.293 2.522 2.508  0.255
H: 0.414 2.710 2.928  0.243
H: -0.272 2.653 4.872  0.218
H: 0.367 1.576 6.122  0.249
H: -1.386 1.733 5.896  0.247
H: -0.532 -1.531 4.388  0.225
H: -1.325 -0.761 5.785  0.243
H: 0.444 -0.869 5.718  0.246
N: -2.508 -1.270 -0.421  -0.568
N: -2.758 -0.623 0.834  -0.586
H: -3.058 -0.846 -1.169  0.440
H: -2.652 -2.276 -0.355  0.421
H: -2.924 -1.304 1.570  0.407
H: -3.545 0.024 0.793  0.423